Record 1
This record from the Open Molecules 2025 dataset describes a 11-piece molecular cluster, C26H70BrNO12S10 overall at a distorted geometry. The level of theory is wB97M-V/def2-TZVPD.

Structure (XYZ):
```
120
Properties=species:S:1:pos:R:3:forces:R:3:lowdin_charge:R:1
C -3.130304 -2.624448 -1.780080 1.7 -0.7 0.4 -0.12
O -3.788572 -1.311474 -1.853274 -1.6 -1.6 -1.1 -0.25
C -5.106492 -1.377232 -2.502439 -1.2 0.7 0.7 -0.16
C -6.086617 -2.580430 -1.973918 -2.3 -0.3 -0.6 -0.24
C -6.552359 -3.680208 -3.143783 0.2 -0.5 1.5 -0.06
C -7.535331 -4.594788 -2.187002 0.1 -3.4 0.0 -0.26
O -7.645883 -5.932386 -2.061951 0.3 8.8 -0.7 -0.05
N -8.321951 -3.483172 -1.463194 0.5 -1.1 -0.7 -0.03
C -7.610349 -2.117865 -1.521835 -0.3 -1.3 -2.9 -0.67
Br -7.720865 -0.897227 0.058133 0.0 -1.1 -0.7 0.64
H -3.176748 -3.059318 -0.672587 -0.2 0.9 -2.3 0.11
H -1.968475 -2.452423 -1.989198 -2.6 -0.3 0.5 0.11
H -3.490420 -3.408595 -2.570540 0.5 1.8 1.7 0.06
H -5.659666 -0.355350 -2.228502 1.3 -2.2 -0.5 0.12
H -5.076211 -1.408443 -3.678504 0.3 -0.2 2.2 0.14
H -5.758004 -3.260653 -1.078133 0.1 1.7 -1.7 0.16
H -7.328484 -3.273246 -3.945090 2.0 -0.5 1.5 0.14
H -5.569508 -4.146012 -3.577709 -2.2 0.5 0.7 0.11
H -9.298987 -3.428287 -1.855648 1.4 -0.3 0.9 0.13
H -8.233146 -1.556641 -2.345240 1.9 -0.5 1.5 0.09
C -2.269686 -0.729308 1.316851 -0.1 0.0 -0.1 -0.26
S -0.480891 -0.830954 1.068075 -0.1 -0.2 0.0 0.80
O -0.225234 -1.925551 0.073786 -0.1 0.2 0.4 -0.57
C -0.096358 -1.486554 2.709246 0.1 -0.1 -0.2 -0.26
H -2.728638 -0.373039 0.391405 0.1 -0.1 0.0 0.04
H -2.670338 -1.715454 1.562676 0.1 0.0 0.0 0.05
H -2.487640 -0.023997 2.122076 0.1 -0.1 0.0 0.06
H -0.628741 -2.426999 2.870685 0.0 0.3 -0.1 0.02
H -0.383036 -0.757373 3.470635 0.0 -0.1 -0.1 0.06
H 0.980694 -1.665553 2.768635 -0.1 0.1 -0.1 0.04
C 5.772881 -2.987153 0.914628 0.1 -0.1 0.0 -0.26
S 4.957477 -1.481158 1.496953 -0.1 -0.3 0.2 0.79
O 4.613530 -1.684905 2.943432 0.0 0.0 -0.5 -0.57
C 3.438713 -1.703729 0.540428 -0.1 0.0 0.0 -0.26
H 6.739065 -3.074758 1.417450 -0.2 0.1 0.0 0.05
H 5.161080 -3.860364 1.152613 -0.1 0.1 0.1 0.06
H 5.932446 -2.923123 -0.164165 0.0 0.1 0.1 0.01
H 2.968250 -2.654833 0.801189 0.1 0.1 0.0 0.06
H 3.671932 -1.680346 -0.526654 0.1 0.0 0.1 0.05
H 2.754757 -0.884413 0.778197 0.2 -0.1 0.0 0.04
C -1.427119 -5.837153 -5.985372 0.0 -0.1 0.0 -0.27
S -2.242523 -4.331158 -5.403047 -0.1 -0.1 0.4 0.83
O -2.586470 -4.534905 -3.956568 0.1 -0.3 -1.0 -0.57
C -3.761287 -4.553729 -6.359572 -0.1 -0.1 0.0 -0.27
H -0.460935 -5.924758 -5.482550 -0.2 0.1 0.0 0.05
H -2.038920 -6.710364 -5.747387 0.0 0.1 0.0 0.06
H -1.267554 -5.773123 -7.064165 0.0 0.1 0.1 0.05
H -4.231750 -5.504833 -6.098811 0.1 0.1 0.1 0.06
H -3.528068 -4.530346 -7.426654 0.0 0.0 0.1 0.05
H -4.445243 -3.734413 -6.121803 0.2 -0.1 0.0 0.04
C 4.375643 -4.668494 -3.306652 -0.1 0.0 0.0 -0.27
S 6.007268 -3.887637 -3.315189 -0.1 0.3 0.2 0.82
O 5.958113 -2.729583 -2.361979 -0.1 -0.5 -0.5 -0.57
C 5.890065 -3.217695 -4.991065 0.0 0.1 -0.1 -0.27
H 4.215064 -5.125155 -2.327014 0.1 0.1 -0.1 0.05
H 3.601058 -3.919721 -3.487736 0.1 0.0 0.0 0.06
H 4.336578 -5.442922 -4.076126 0.1 0.1 0.1 0.05
H 5.023610 -2.556675 -5.070063 0.1 -0.1 0.1 0.06
H 5.803057 -4.037938 -5.707467 0.0 0.0 0.1 0.05
H 6.799674 -2.648961 -5.202638 -0.1 -0.1 0.2 0.05
C -11.103541 0.100354 2.748914 0.0 -0.1 -0.1 -0.27
S -9.798278 1.153610 3.426372 0.4 -0.1 -0.4 0.80
O -8.637435 1.100481 2.476774 -0.6 -0.1 0.5 -0.61
C -9.400776 0.086107 4.831203 0.1 -0.1 0.1 -0.27
H -11.477920 0.559596 1.830788 0.1 0.0 0.2 0.05
H -10.704524 -0.890670 2.520675 0.1 0.1 0.0 0.05
H -11.919846 0.019522 3.470348 0.1 0.1 0.0 0.05
H -9.104827 -0.904187 4.476714 0.0 0.1 -0.1 0.06
H -10.270908 0.005575 5.486935 0.0 0.1 -0.1 0.05
H -8.571813 0.534831 5.385348 -0.1 0.0 -0.2 0.05
C 8.065279 2.699172 1.501957 -0.1 0.1 -0.1 -0.27
S 6.336293 2.535147 0.996276 0.0 0.2 0.0 0.79
O 5.865560 3.889399 0.552963 0.2 -0.4 0.3 -0.58
C 5.677944 2.247172 2.656025 0.0 0.1 0.1 -0.27
H 8.665569 2.922916 0.616742 -0.2 -0.1 0.0 0.05
H 8.168871 3.512469 2.223935 -0.1 -0.2 -0.1 0.01
H 8.408405 1.760153 1.942254 -0.1 0.0 0.0 0.06
H 5.926185 3.088030 3.308148 0.1 0.0 -0.1 0.06
H 6.096528 1.322419 3.060031 0.0 0.0 -0.1 0.05
H 4.590907 2.151180 2.587151 0.2 0.0 -0.1 0.05
C 8.257957 7.042859 3.462374 0.0 0.0 0.1 -0.26
S 9.616932 5.888051 3.159693 -0.3 0.1 0.2 0.82
O 9.205514 4.553406 3.708847 0.2 0.5 0.1 -0.58
C 10.766543 6.631312 4.341673 0.1 0.0 0.1 -0.27
H 7.405389 6.743516 2.847933 0.2 -0.1 0.0 0.06
H 7.971191 7.015955 4.516165 0.1 -0.2 0.0 0.06
H 8.566810 8.052733 3.182875 0.0 -0.2 0.0 0.00
H 10.327715 6.629278 5.342351 0.0 0.0 -0.1 0.06
H 10.996169 7.654312 4.034515 -0.1 -0.1 -0.1 0.05
H 11.687323 6.041635 4.349055 -0.2 0.0 -0.1 0.05
C -1.062582 -5.472053 4.479874 0.1 0.0 0.1 -0.26
S -2.408347 -4.277101 4.298171 0.1 0.3 0.2 0.81
O -1.900475 -2.949237 4.778751 -0.3 -0.7 0.0 -0.56
C -3.452773 -4.964941 5.604758 -0.1 0.0 0.1 -0.27
H -0.268933 -5.209939 3.776002 -0.2 0.1 0.1 0.05
H -0.667901 -5.439795 5.498020 -0.1 0.1 -0.1 0.06
H -1.430396 -6.474953 4.251271 0.0 0.1 0.0 0.05
H -2.913185 -4.963342 6.554901 0.0 0.1 -0.1 0.06
H -3.745092 -5.983983 5.340741 0.0 0.1 -0.1 0.05
H -4.348773 -4.344933 5.696326 0.2 0.0 -0.1 0.05
C 9.567300 12.174370 1.354945 0.1 0.0 0.1 -0.27
S 8.815031 10.621292 0.812682 0.1 -0.2 0.2 0.84
O 8.814349 9.686383 1.986589 0.2 0.6 -0.6 -0.57
C 10.169065 10.123366 -0.278090 0.1 -0.1 0.0 -0.27
H 8.902131 12.646344 2.082136 0.0 -0.2 -0.1 0.05
H 10.534483 11.978553 1.823611 -0.1 -0.1 0.0 0.06
H 9.693310 12.839001 0.497191 -0.1 -0.1 0.0 0.05
H 11.099913 10.051756 0.289647 -0.1 0.0 0.0 0.06
H 10.276222 10.852832 -1.084315 -0.1 0.0 0.1 0.05
H 9.929738 9.145827 -0.705581 -0.1 0.2 0.1 0.05
C -9.142043 2.947708 -4.227020 -0.1 0.0 0.1 -0.27
S -7.783068 1.792900 -4.529701 -0.1 -0.3 0.3 0.81
O -8.194486 0.458254 -3.980547 0.1 0.5 -0.1 -0.58
C -6.633457 2.536161 -3.347721 0.0 0.0 0.1 -0.27
H -9.994611 2.648365 -4.841461 0.2 0.0 0.0 0.05
H -9.428809 2.920804 -3.173228 0.1 -0.1 -0.1 0.06
H -8.833190 3.957581 -4.506519 0.0 -0.1 0.0 0.05
H -7.072285 2.534126 -2.347043 0.0 -0.1 -0.1 0.06
H -6.403831 3.559160 -3.654879 0.0 -0.1 -0.1 0.05
H -5.712677 1.946484 -3.340339 -0.2 0.0 -0.1 0.04
```
Forces are in eV/Å.

Properties
orbital gap: 8.201 eV
charge: 0
multiplicity: 1

---

Record 2
This record from the Open Molecules 2025 dataset describes C26H72CaF6N12O10P4S2 as an isolated structure at a distorted geometry. The level of theory is wB97M-V/def2-TZVPD.

Structure (XYZ):
```
133
Properties=species:S:1:pos:R:3:forces:R:3:lowdin_charge:R:1
Ca -19.033328 5.975358 10.676892 -0.3 -0.3 0.7 1.37
C -20.115136 10.127383 12.867712 1.3 0.4 -0.1 -0.63
F -19.854601 9.479286 14.024917 0.2 0.4 -0.6 0.10
F -21.372202 9.913731 12.591829 -1.3 0.1 -0.3 0.14
F -19.918506 11.463061 13.067777 -0.1 -1.4 -0.2 0.11
S -19.068850 9.452351 11.416424 3.8 1.4 -1.7 0.56
O -19.524354 8.076924 11.201743 -1.3 1.0 0.4 -0.48
O -19.235688 10.374645 10.247655 -0.6 -1.8 2.8 -0.33
O -17.669355 9.398307 11.915195 -2.1 0.6 -0.1 -0.34
C -19.543865 1.114823 10.240269 0.3 3.3 -0.2 -0.69
F -20.760480 1.373109 10.668436 -1.5 0.3 0.7 0.12
F -18.801800 0.890501 11.332265 0.5 -0.2 -0.3 0.12
F -19.623589 0.079721 9.478188 0.6 -1.5 -0.9 0.18
S -18.965579 2.698744 9.214771 0.3 0.5 -0.6 0.55
O -18.995253 3.887591 10.120580 -0.3 -3.0 -0.8 -0.51
O -17.617533 2.319296 8.826349 -0.6 0.1 0.4 -0.32
O -19.925524 2.834650 8.106751 0.6 -0.6 1.5 -0.33
O -21.256473 5.928285 9.885072 -1.7 0.2 -1.0 -0.37
P -22.668551 5.878842 9.358461 -1.4 1.5 -1.4 0.70
N -23.607528 7.354811 9.648725 -0.5 -1.4 1.0 -0.27
C -22.957715 8.717409 9.569534 -0.4 -2.0 0.0 -0.07
C -24.971045 7.323382 10.328810 1.2 -1.1 -1.2 -0.11
N -23.576352 4.566612 9.918019 0.3 0.7 -2.3 -0.29
C -23.998297 4.473798 11.264140 -1.3 -0.4 0.8 -0.14
C -23.484999 3.264107 9.176166 0.5 0.2 0.6 -0.06
N -22.836322 5.795869 7.628959 -0.7 1.1 1.3 -0.31
C -21.714996 5.523488 6.803611 1.6 -1.3 1.2 -0.16
C -24.136283 5.871972 6.908360 0.8 0.0 1.2 -0.08
H -23.172041 9.234011 10.505105 0.2 0.2 -0.2 0.07
H -23.333666 9.247934 8.694720 -0.2 0.2 0.1 0.08
H -21.888713 8.557651 9.428712 0.0 0.2 0.3 0.04
H -25.528759 6.418031 10.089242 0.4 -0.4 -0.4 0.05
H -25.644788 8.068231 9.905298 0.4 0.6 0.5 0.08
H -24.905097 7.244974 11.413983 0.0 0.9 0.2 0.06
H -23.819687 5.328101 11.917104 1.2 -0.2 -0.2 0.05
H -25.085493 4.498434 11.338349 -0.5 -0.6 -0.3 0.08
H -23.671359 3.491494 11.605167 0.2 0.3 0.9 0.09
H -24.348306 2.604826 9.085843 -1.1 1.1 0.0 0.08
H -23.099635 3.440885 8.172000 0.2 -0.1 0.3 0.07
H -22.881343 2.566737 9.757009 1.0 0.3 -0.2 0.07
H -20.842774 5.623174 7.449662 0.3 0.0 0.0 0.05
H -21.768079 4.449923 6.622691 0.5 -0.1 -1.1 0.08
H -21.473482 6.149604 5.944700 -0.8 0.1 -0.2 0.08
H -24.918805 5.596675 7.615446 -0.2 0.0 -0.3 0.07
H -24.128673 5.195062 6.054061 0.1 -0.3 0.2 0.08
H -24.331412 6.862879 6.498326 0.0 0.2 0.2 0.07
O -16.794405 5.389651 11.137143 1.0 0.6 0.6 -0.35
P -15.367068 5.039571 11.361043 2.5 -2.5 -2.0 0.59
N -14.284549 6.250890 11.673901 0.2 1.0 0.5 -0.27
C -14.807515 7.588863 11.896950 0.0 0.7 -0.5 -0.12
C -12.799840 6.115639 11.726172 -0.8 -1.1 0.0 -0.08
N -14.656569 4.332388 9.961112 0.7 -0.3 1.3 -0.29
C -15.013721 4.874351 8.709546 -1.0 -0.1 -0.6 -0.14
C -13.681175 3.246317 10.001634 -1.0 -0.3 1.3 -0.09
N -15.036000 3.817243 12.446679 -1.6 -1.5 2.2 -0.25
C -13.956894 3.837783 13.459689 -1.3 -0.8 0.3 -0.12
C -16.161490 2.885609 12.963216 0.2 0.6 -2.0 -0.05
H -14.154006 8.328500 11.434376 0.5 0.0 0.2 0.09
H -14.955828 7.876881 12.937698 0.0 -0.1 0.1 0.08
H -15.718821 7.767296 11.326187 -0.3 -0.3 0.5 0.04
H -12.268375 6.711791 10.984383 -0.3 0.4 0.1 0.09
H -12.488793 5.086997 11.543800 -0.3 0.1 -0.3 0.04
H -12.406245 6.270490 12.730761 -0.2 0.6 0.1 0.08
H -14.446732 5.748505 8.389424 -0.2 0.6 0.3 0.07
H -14.905636 4.206516 7.854908 0.0 -0.6 0.3 0.09
H -16.084463 4.963473 8.893016 -0.2 1.1 -1.3 0.06
H -13.196144 3.022409 9.051525 -0.2 0.4 0.0 0.09
H -12.941112 3.407489 10.785495 0.4 0.0 -0.3 0.04
H -14.253754 2.383849 10.342805 0.4 -0.6 -0.3 0.08
H -14.112040 2.976392 14.109321 -0.6 0.0 0.2 0.07
H -12.967537 3.520890 13.129750 0.3 1.2 -0.5 0.08
H -14.127993 4.700105 14.104077 1.1 0.3 -0.1 0.09
H -16.790817 3.224757 13.786029 0.6 0.5 0.5 0.05
H -15.747165 1.897519 13.163538 0.2 0.2 0.1 0.08
H -16.902348 2.751037 12.175098 0.2 0.0 -0.4 0.07
O -19.588227 5.242537 12.792540 -0.9 -0.3 1.8 -0.40
P -19.741458 5.264105 14.294351 1.2 -0.6 1.6 0.64
N -18.671275 6.410350 14.962622 -1.3 0.3 -0.4 -0.29
C -19.156955 7.415474 15.926721 1.0 -0.8 1.0 -0.13
C -17.224298 6.465787 14.492774 -2.7 -0.9 0.6 -0.04
N -19.232263 3.785909 15.080929 0.3 1.4 -2.2 -0.31
C -18.583238 3.839616 16.426901 -0.4 0.1 -1.9 -0.10
C -19.564516 2.418853 14.470730 -0.1 1.8 2.1 -0.06
N -21.303984 5.546619 14.949976 1.0 -0.4 -0.7 -0.28
C -21.678729 4.970241 16.310002 0.0 0.9 -1.3 -0.08
C -22.298405 6.435578 14.185027 1.4 -1.5 1.6 -0.04
H -18.985764 7.037635 16.934705 -0.1 -0.3 0.5 0.06
H -20.222773 7.643538 15.915636 0.2 0.1 -0.7 0.07
H -18.520671 8.300115 15.952369 -0.3 0.2 -0.8 0.08
H -16.845764 5.482995 14.773728 0.7 0.1 -0.2 0.05
H -16.741900 7.265875 15.054236 0.1 0.0 -0.5 0.09
H -17.304696 6.539834 13.408264 0.8 0.4 0.1 0.05
H -18.164840 2.843375 16.570173 -0.1 0.1 0.5 0.08
H -17.779393 4.574490 16.383304 0.1 -0.1 0.2 0.06
H -19.284653 4.175402 17.190703 0.1 -0.4 0.3 0.06
H -19.842048 2.404739 13.416741 -0.1 0.6 0.2 0.07
H -18.734795 1.727292 14.617060 0.0 0.1 0.1 0.07
H -20.382601 2.211787 15.160621 -0.4 -1.4 -0.7 0.07
H -21.361359 5.584760 17.152464 0.2 0.4 -0.1 0.07
H -22.767132 4.946478 16.363969 0.0 -0.3 -0.1 0.08
H -21.248171 3.988789 16.508685 -0.2 0.0 -0.6 0.05
H -22.813569 6.938481 15.003427 -0.3 0.5 -0.6 0.08
H -22.960499 5.804718 13.591936 -0.1 0.1 0.2 0.05
H -21.731784 7.086144 13.518852 -0.2 0.2 0.2 0.07
O -18.452208 6.582024 8.682580 1.5 1.6 -3.0 -0.43
P -17.878742 7.240196 7.427959 0.0 -0.7 -1.7 0.73
N -16.173337 7.409923 7.375624 -0.3 0.5 -0.5 -0.29
C -15.453918 8.201645 8.330557 0.3 -0.1 1.6 -0.13
C -15.454061 7.331261 6.112232 -0.7 -1.5 -1.3 -0.13
N -18.491588 8.781215 7.118823 1.3 -0.5 0.6 -0.29
C -19.922038 8.959423 7.365645 0.2 -1.0 0.2 -0.10
C -17.814636 9.810269 6.261572 -1.8 -1.0 0.7 -0.07
N -18.219323 6.267819 5.986697 -1.1 1.2 4.8 -0.30
C -18.439461 4.836882 6.112971 0.1 0.4 0.4 -0.09
C -18.294030 6.823048 4.716718 0.4 -0.1 -1.9 -0.16
H -15.610034 7.736403 9.303838 -0.3 0.6 0.3 0.06
H -15.636264 9.276284 8.331478 -0.6 0.1 0.1 0.09
H -14.371010 8.137417 8.224260 0.0 -0.4 -0.5 0.08
H -15.932538 7.904914 5.318452 0.2 0.0 -0.1 0.06
H -15.417668 6.288368 5.797359 -0.5 -0.2 -0.3 0.08
H -14.381554 7.521942 6.074073 -0.1 0.8 1.0 0.09
H -20.103123 8.715712 8.412506 -0.1 0.6 0.0 0.04
H -20.269496 9.953957 7.085880 0.1 -0.1 0.2 0.10
H -20.465587 8.188093 6.820039 -0.4 0.1 -0.4 0.07
H -18.127612 10.795582 6.606986 0.4 0.0 0.4 0.09
H -16.731447 9.689156 6.249875 -0.3 0.0 -0.2 0.07
H -18.345709 9.688220 5.317562 0.9 0.4 -0.7 0.06
H -19.343295 4.448919 5.643218 -0.1 0.4 -0.7 0.08
H -17.554541 4.377268 5.672755 -0.1 -0.8 0.4 0.09
H -18.685802 4.611813 7.150644 0.9 -0.3 0.0 0.04
H -19.082662 6.402277 4.092925 -0.6 -0.1 0.3 0.09
H -17.393128 6.465215 4.218297 0.4 0.7 -0.9 0.08
H -18.428556 7.903978 4.676705 0.4 -0.2 0.1 0.06
```
Forces are in eV/Å.

Properties
orbital gap: 8.421 eV
charge: 0
multiplicity: 1

---

Number 1: HOMO -7.832 eV. Number 2: HOMO -7.869 eV.